{"formula": "C58H60EuO7Sb2", "method": "ωB97M-V/def2-TZVPD", "lumo_ev": [-3.502, -2.527], "total_charge": 1, "s_squared": 12.0160, "orbital_gap_ev": [6.51, 7.48], "e_above_lowest_kj_mol": 0.0, "multiplicity": 7, "symbols": ["Eu", "C", "C", "C", "Sb", "C", "C", "C", "C", "C", "C", "C", "C", "C", "C", "C", "C", "Sb", "C", "C", "C", "C", "C", "C", "C", "C", "C", "C", "C", "C", "H", "H", "H", "H", "H", "H", "H", "H", "H", "H", "H", "H", "H", "H", "H", "H", "H", "H", "H", "H", "H", "H", "H", "H", "H", "H", "C", "C", "C", "O", "C", "C", "O", "C", "O", "C", "C", "C", "C", "C", "C", "C", "C", "C", "C", "C", "C", "C", "O", "C", "C", "C", "C", "C", "C", "C", "C", "C", "C", "C", "C", "H", "H", "H", "H", "H", "H", "H", "H", "H", "H", "H", "H", "H", "H", "H", "H", "H", "H", "H", "H", "H", "H", "H", "H", "H", "H", "H", "H", "O", "H", "H", "O", "H", "H", "O", "H", "H"], "coordinates": [[1.730, 1.030, 2.197], [1.776, -3.793, -3.098], [1.120, -4.796, -2.147], [1.642, -4.879, -0.743], [0.761, -3.314, 0.525], [-1.064, -4.350, 0.673], [-1.120, -5.626, 1.216], [-2.233, -6.393, 1.045], [-3.272, -5.841, 0.333], [-3.242, -4.627, -0.276], [-2.116, -3.897, -0.115], [1.592, -3.861, 2.393], [2.879, -4.331, 2.493], [3.382, -4.803, 3.681], [2.662, -4.571, 4.837], [1.414, -3.968, 4.754], [0.825, -3.600, 3.566], [1.481, -1.715, -2.604], [-0.674, -1.871, -2.648], [-1.302, -2.666, -3.633], [-2.674, -2.733, -3.792], [-3.517, -1.977, -2.958], [-2.885, -1.097, -2.097], [-1.521, -1.061, -1.874], [1.991, -0.906, -4.527], [2.977, -1.451, -5.300], [3.504, -0.756, -6.400], [2.943, 0.412, -6.752], [1.848, 0.964, -6.059], [1.444, 0.298, -4.907], [1.465, -3.867, -4.133], [2.850, -3.857, -3.070], [1.145, -5.807, -2.608], [0.078, -4.561, -2.085], [2.702, -4.860, -0.811], [1.389, -5.887, -0.316], [-0.304, -6.001, 1.844], [-2.243, -7.385, 1.473], [-4.094, -6.441, 0.205], [-4.039, -4.291, -0.864], [-2.032, -2.927, -0.645], [3.445, -4.515, 1.554], [4.294, -5.297, 3.744], [3.026, -4.958, 5.747], [0.883, -3.868, 5.649], [-0.174, -3.192, 3.488], [-0.664, -3.171, -4.321], [-3.060, -3.334, -4.565], [-4.633, -1.929, -3.118], [-3.420, -0.433, -1.470], [-1.175, -0.391, -1.096], [3.414, -2.438, -5.083], [4.382, -1.197, -6.923], [3.289, 1.021, -7.540], [1.550, 2.004, -6.335], [0.562, 0.713, -4.416], [-2.783, 2.098, -2.632], [-2.327, 2.714, -1.313], [-3.008, 4.072, -1.041], [-0.926, 2.940, -1.439], [-0.245, 2.488, -0.285], [-1.415, 2.233, 0.660], [-2.463, 1.834, -0.197], [-1.242, 1.126, 1.740], [-0.147, 0.344, 1.361], [-0.989, 1.622, 3.132], [-1.037, 2.908, 3.616], [-0.925, 3.297, 4.951], [-0.660, 2.273, 5.900], [-0.501, 0.977, 5.426], [-0.565, 0.654, 4.070], [-2.526, 0.314, 1.881], [-3.797, 0.854, 2.174], [-4.927, 0.078, 2.333], [-4.803, -1.328, 2.224], [-3.575, -1.916, 2.051], [-2.419, -1.067, 1.917], [0.977, 3.391, 0.174], [1.303, 2.921, 1.453], [2.158, 3.159, -0.764], [2.055, 2.467, -1.954], [3.213, 2.175, -2.705], [4.446, 2.697, -2.367], [4.570, 3.522, -1.224], [3.418, 3.696, -0.446], [0.525, 4.816, 0.123], [0.096, 5.469, 1.269], [-0.241, 6.835, 1.237], [-0.227, 7.519, 0.042], [0.160, 6.827, -1.129], [0.622, 5.547, -1.060], [-2.513, 2.909, -3.409], [-3.836, 1.994, -2.580], [-2.267, 1.194, -2.837], [-2.550, 4.757, -1.734], [-2.703, 4.378, -0.057], [-4.091, 3.934, -1.081], [0.151, 1.453, -0.455], [-1.777, 3.137, 1.153], [-1.322, 3.697, 2.939], [-1.176, 4.325, 5.148], [-0.696, 2.569, 6.973], [-0.252, 0.266, 6.211], [-0.496, -0.393, 3.801], [-3.831, 1.961, 2.311], [-5.900, 0.523, 2.419], [-5.733, -1.898, 2.189], [-3.526, -2.965, 2.042], [-1.417, -1.499, 1.747], [1.125, 2.006, -2.271], [3.112, 1.520, -3.593], [5.337, 2.478, -2.900], [5.531, 3.997, -1.055], [3.491, 4.369, 0.439], [0.118, 4.959, 2.233], [-0.519, 7.396, 2.114], [-0.591, 8.552, 0.062], [0.264, 7.366, -2.068], [1.104, 5.013, -1.902], [2.915, -0.818, 3.233], [2.617, -1.640, 2.835], [3.141, -0.925, 4.178], [3.134, 0.389, 0.087], [2.791, -0.379, -0.371], [3.135, 1.097, -0.581], [2.351, 2.353, 4.257], [1.882, 2.114, 5.079], [2.219, 3.304, 4.180]]}